1.
The following is a DFT calculation (ωB97M-V/def2-TZVPD) of a molecular structure, C23H21N4O2PdS2Se2.

LUMO level (spin up / spin down) ... -8.7833 / -12.4403 eV
Gap between HOMO and LUMO (spin up / spin down) ... 8.44 / 4.84 eV
HOMO level (spin up / spin down) ... -17.22 / -17.28 eV
DFT total energy ... -6984.57951 Eh
Multiplicity ... 5
Charge ... +3

Atoms and positions in Å:
Pd (0.84, 0.49, -0.38)
O (-3.26, -2.50, 4.62)
N (-3.24, -1.29, 4.73)
O (-3.75, -0.64, 5.60)
C (-2.55, -0.54, 3.65)
C (-3.06, 0.65, 3.32)
C (-2.51, 1.40, 2.23)
C (-3.01, 2.65, 1.83)
C (-2.43, 3.31, 0.78)
C (-1.35, 2.71, 0.12)
N (-0.87, 1.53, 0.48)
C (-1.42, 0.87, 1.53)
C (-0.85, -0.39, 1.93)
N (0.23, -0.83, 1.24)
C (0.81, -1.97, 1.59)
C (0.34, -2.74, 2.66)
C (-0.76, -2.32, 3.36)
C (-1.40, -1.11, 2.99)
H (-3.91, 1.05, 3.87)
H (-3.85, 3.09, 2.36)
H (-2.79, 4.27, 0.44)
H (-0.87, 3.20, -0.71)
H (1.67, -2.28, 1.02)
H (0.85, -3.65, 2.92)
H (-1.14, -2.90, 4.19)
S (0.94, 1.92, -2.76)
C (-0.14, 0.67, -3.08)
N (-0.34, -0.31, -2.16)
C (-1.26, -1.19, -2.57)
C (-1.70, -2.33, -1.83)
C (-2.64, -3.13, -2.41)
C (-3.16, -2.84, -3.70)
C (-2.75, -1.73, -4.44)
C (-1.81, -0.91, -3.87)
S (-1.10, 0.54, -4.51)
H (-1.29, -2.53, -0.86)
H (-3.00, -4.01, -1.89)
H (-3.91, -3.50, -4.12)
H (-3.17, -1.53, -5.41)
C (3.71, 0.66, 1.94)
Se (2.47, 1.87, 1.06)
C (3.65, 2.65, -0.29)
C (4.44, 1.69, -1.15)
Se (3.38, 0.22, -1.87)
C (4.08, 0.12, -3.67)
H (4.53, 1.25, 2.35)
H (4.09, -0.11, 1.26)
H (3.16, 0.19, 2.75)
H (4.35, 3.30, 0.25)
H (3.00, 3.29, -0.88)
H (5.24, 1.20, -0.59)
H (4.89, 2.20, -2.00)
H (3.87, 1.06, -4.18)
H (3.60, -0.72, -4.16)
H (5.16, -0.05, -3.60)

---

2.
The following is a DFT calculation (ωB97M-V/def2-TZVPD) of a molecular structure, C26H29AsBCsN11S4 in a non-equilibrium geometry.

LUMO level (spin up / spin down) ... 3.6828 / 3.6441 eV
ΔE to the lowest compared entry with this formula, charge and spin ... 18.72 kcal/mol
Gap between HOMO and LUMO (spin up / spin down) ... 5.75 / 5.61 eV
HOMO level (spin up / spin down) ... -2.07 / -1.96 eV
DFT total energy ... -5484.27667 Eh
Multiplicity ... 2
Charge ... -2

Atoms and positions in Å:
Cs (-2.32, 0.51, -1.12)
C (-3.20, -3.32, -2.57)
C (-1.86, -2.68, -2.78)
C (-1.39, -1.97, -3.90)
C (-0.12, -1.58, -3.55)
N (0.13, -2.04, -2.31)
N (-0.94, -2.72, -1.83)
B (1.39, -1.80, -1.47)
N (1.14, -2.32, -0.03)
C (1.61, -3.43, 0.57)
C (1.02, -3.53, 1.81)
C (0.15, -2.41, 1.87)
C (-0.80, -2.02, 2.95)
N (0.23, -1.71, 0.75)
N (1.72, -0.28, -1.49)
C (2.87, 0.37, -1.78)
C (2.67, 1.71, -1.54)
C (1.34, 1.80, -1.10)
C (0.57, 3.00, -0.64)
N (0.78, 0.60, -1.09)
N (2.63, -2.55, -2.02)
C (3.85, -2.62, -1.43)
C (4.67, -3.36, -2.25)
C (3.86, -3.71, -3.35)
C (4.21, -4.52, -4.55)
N (2.63, -3.22, -3.20)
H (-4.00, -2.67, -2.91)
H (-3.27, -4.27, -3.11)
H (-3.35, -3.52, -1.51)
H (-1.92, -1.76, -4.82)
H (0.62, -1.02, -4.10)
H (2.32, -4.07, 0.08)
H (1.17, -4.30, 2.55)
H (-0.58, -2.55, 3.88)
H (-0.75, -0.95, 3.15)
H (-1.83, -2.25, 2.67)
H (3.74, -0.16, -2.15)
H (3.38, 2.52, -1.67)
H (1.22, 3.87, -0.59)
H (-0.26, 3.25, -1.31)
H (0.15, 2.83, 0.35)
H (4.03, -2.15, -0.48)
H (5.71, -3.61, -2.09)
H (5.27, -4.75, -4.57)
H (3.66, -5.46, -4.57)
H (3.96, -3.98, -5.47)
N (-0.95, 3.46, 4.26)
C (-1.96, 3.77, 3.33)
C (-2.39, 5.09, 3.22)
C (-3.41, 5.38, 2.33)
C (-3.96, 4.36, 1.57)
C (-3.47, 3.08, 1.77)
N (-2.50, 2.77, 2.64)
C (0.08, 2.54, 4.15)
C (0.78, 2.18, 5.31)
C (1.82, 1.29, 5.20)
C (2.14, 0.77, 3.95)
C (1.39, 1.19, 2.86)
N (0.39, 2.07, 2.96)
H (-0.90, 4.07, 5.06)
H (-1.90, 5.87, 3.80)
H (-3.76, 6.40, 2.22)
H (-4.72, 4.53, 0.82)
H (-3.88, 2.27, 1.19)
H (0.49, 2.58, 6.28)
H (2.38, 0.99, 6.08)
H (2.93, 0.04, 3.81)
H (1.59, 0.81, 1.87)
S (-6.81, 3.76, -1.51)
As (-5.20, 2.61, -2.34)
S (-3.28, 3.44, -1.82)
S (-5.35, 0.52, -1.85)
S (-5.66, 2.95, -4.43)

---

3.
The following is a DFT calculation (ωB97M-V/def2-TZVPD) of C5H10OS2 in the gas phase in a non-equilibrium geometry.

LUMO level (spin up / spin down) ... -0.0253 / -0.0874 eV
ΔE to the lowest compared entry with this formula, charge and spin ... 88.54 kcal/mol
Gap between HOMO and LUMO (spin up / spin down) ... 7.27 / 7.76 eV
HOMO level (spin up / spin down) ... -7.29 / -7.85 eV
DFT total energy ... -1067.97494 Eh

Atoms and positions in Å:
C (0.92, -0.90, 3.19)
C (0.91, 0.58, 0.95)
C (-1.51, 0.71, -1.21)
C (-0.64, 0.37, -2.38)
C (0.62, -0.24, -1.84)
O (0.02, -1.28, 4.16)
S (0.32, -0.89, 1.50)
S (1.72, 0.79, -0.65)
H (1.33, 0.08, 3.37)
H (1.32, 1.26, 1.67)
H (-0.98, 1.26, -0.46)
H (-2.46, 1.34, -1.47)
H (-1.82, -0.19, -0.73)
H (-0.42, 1.26, -3.04)
H (-1.06, -0.35, -2.99)
H (0.57, -1.29, -1.22)
H (1.42, -0.37, -2.69)
H (-0.24, -2.12, 3.84)

---

4.
The following is a DFT calculation (ωB97M-V/def2-TZVPD) of 9 unconnected molecules or ions with the total composition C59H56O35PS in a non-equilibrium geometry.

LUMO level ... -3.7710 eV
Gap between HOMO and LUMO ... 6.51 eV
HOMO level ... -10.28 eV
DFT total energy ... -5654.46476 Eh
Charge ... +1

Atoms and positions in Å:
C (-1.00, -2.71, 2.05)
C (-0.85, -1.26, 2.39)
O (0.04, -0.87, 3.11)
O (-1.78, -0.37, 1.90)
C (-1.32, 0.06, 0.59)
C (-1.87, 1.44, 0.17)
C (-2.83, 2.12, 1.17)
C (-4.25, 1.57, 1.03)
C (-5.26, 2.20, 2.01)
C (-6.69, 2.23, 1.44)
C (-7.20, 0.87, 0.95)
C (-8.68, 0.96, 0.51)
S (-9.91, -0.04, 1.38)
C (-9.84, -1.71, 0.70)
P (-9.29, -0.11, 3.47)
O (-9.51, 1.26, 3.98)
H (-1.15, -2.89, 0.98)
H (-1.87, -3.11, 2.59)
H (-0.13, -3.26, 2.40)
H (-1.59, -0.71, -0.14)
H (-0.23, 0.11, 0.58)
H (-2.43, 1.31, -0.77)
H (-1.00, 2.07, -0.04)
H (-2.42, 2.02, 2.18)
H (-2.85, 3.18, 0.89)
H (-4.25, 0.48, 1.16)
H (-4.57, 1.80, 0.01)
H (-5.26, 1.62, 2.95)
H (-4.97, 3.22, 2.29)
H (-6.65, 2.90, 0.56)
H (-7.39, 2.66, 2.17)
H (-6.63, 0.53, 0.07)
H (-7.02, 0.11, 1.72)
H (-9.05, 1.99, 0.61)
H (-8.79, 0.65, -0.54)
H (-8.98, -2.27, 1.07)
H (-10.77, -2.22, 1.00)
H (-9.85, -1.61, -0.39)
H (-10.14, -1.09, 4.00)
H (-7.98, -0.58, 3.48)
C (-11.80, -4.48, -1.67)
C (-12.70, -3.60, -1.23)
C (-13.96, -4.03, -0.52)
O (-14.70, -3.14, -0.13)
C (-14.21, -5.45, -0.35)
C (-13.32, -6.34, -0.80)
C (-12.04, -5.91, -1.48)
O (-11.28, -6.78, -1.84)
O (-13.47, -7.65, -0.68)
O (-12.58, -2.28, -1.35)
H (-10.90, -4.19, -2.19)
H (-15.13, -5.74, 0.15)
H (-12.69, -8.06, -1.08)
H (-13.39, -1.90, -0.95)
C (5.00, -0.54, -1.75)
C (5.49, -0.58, -0.50)
C (4.62, -0.86, 0.69)
O (5.13, -0.88, 1.79)
C (3.20, -1.08, 0.48)
C (2.71, -1.02, -0.76)
C (3.58, -0.77, -1.96)
O (3.03, -0.76, -3.05)
O (1.41, -1.18, -1.03)
O (6.77, -0.37, -0.22)
H (5.61, -0.33, -2.61)
H (2.58, -1.25, 1.35)
H (1.33, -1.09, -2.00)
H (6.86, -0.45, 0.75)
C (6.25, 3.03, -6.81)
C (6.17, 2.81, -5.49)
C (5.12, 1.93, -4.89)
O (5.15, 1.76, -3.68)
C (4.14, 1.31, -5.76)
C (4.21, 1.54, -7.08)
C (5.28, 2.41, -7.69)
O (5.27, 2.52, -8.90)
O (3.36, 1.02, -7.96)
O (7.03, 3.34, -4.62)
H (7.02, 3.66, -7.24)
H (3.39, 0.68, -5.31)
H (3.65, 1.34, -8.83)
H (6.76, 3.02, -3.74)
C (0.07, 3.14, 5.94)
C (-0.06, 1.88, 5.49)
C (-0.82, 0.83, 6.28)
O (-0.93, -0.28, 5.81)
C (-1.38, 1.21, 7.57)
C (-1.24, 2.47, 8.01)
C (-0.51, 3.52, 7.21)
O (-0.45, 4.63, 7.69)
O (-1.72, 2.89, 9.17)
O (0.45, 1.50, 4.33)
H (0.61, 3.89, 5.39)
H (-1.90, 0.45, 8.13)
H (-1.47, 3.84, 9.24)
H (0.29, 0.54, 4.14)
C (11.93, 4.28, -6.41)
C (10.69, 3.99, -6.82)
C (9.80, 5.03, -7.47)
O (8.70, 4.68, -7.84)
C (10.31, 6.38, -7.61)
C (11.54, 6.67, -7.19)
C (12.44, 5.63, -6.57)
O (13.56, 5.99, -6.23)
O (12.08, 7.88, -7.28)
O (10.17, 2.78, -6.69)
H (12.58, 3.55, -5.95)
H (9.66, 7.12, -8.05)
H (12.98, 7.81, -6.90)
H (9.26, 2.80, -7.05)
C (-5.58, -6.32, 5.60)
C (-4.52, -6.65, 6.36)
C (-3.19, -5.97, 6.21)
O (-2.29, -6.32, 6.95)
C (-3.05, -4.93, 5.19)
C (-4.11, -4.61, 4.44)
C (-5.44, -5.28, 4.61)
O (-6.35, -4.89, 3.89)
O (-4.07, -3.68, 3.49)
O (-4.56, -7.59, 7.29)
H (-6.54, -6.80, 5.71)
H (-2.09, -4.45, 5.08)
H (-4.97, -3.66, 3.10)
H (-3.67, -7.63, 7.69)
C (7.01, -1.14, -7.37)
C (7.00, -2.48, -7.35)
C (8.01, -3.28, -6.55)
O (7.91, -4.49, -6.58)
C (9.03, -2.56, -5.81)
C (9.03, -1.22, -5.83)
C (8.01, -0.43, -6.61)
O (8.08, 0.79, -6.54)
O (9.93, -0.48, -5.19)
O (6.13, -3.22, -8.01)
H (6.29, -0.57, -7.94)
H (9.76, -3.13, -5.26)
H (9.71, 0.46, -5.39)
H (6.35, -4.15, -7.82)
C (5.56, 3.24, 5.72)
C (4.46, 3.92, 6.09)
C (3.07, 3.41, 5.79)
O (2.14, 4.10, 6.18)
C (2.92, 2.17, 5.07)
C (4.02, 1.49, 4.70)
C (5.41, 1.98, 5.01)
O (6.34, 1.29, 4.64)
O (3.97, 0.35, 4.03)
O (4.51, 5.07, 6.74)
H (6.56, 3.59, 5.92)
H (1.92, 1.82, 4.85)
H (4.89, 0.06, 3.88)
H (3.58, 5.34, 6.88)